[1]
# C30H29IN3PPd

C30H29IN3PPd as an isolated structure in a non-equilibrium geometry (the ωB97M-V functional and the def2-TZVPD basis, OMol25).

Structure (ORCA input):
```
! RIJCOSX wB97M-V def2-TZVPD def2/J DEFGRID3
* xyz -2 1
C -3.80984 -2.96624 0.63407
C -4.46142 -1.91442 -0.02146
H -3.39935 -3.68042 -0.07400
H -4.23905 -3.59209 1.45021
H -2.90169 -2.54039 1.06051
H -3.65882 -1.65552 -0.73016
H -5.38422 -2.19679 -0.47908
H -4.80965 -1.08608 0.60568
C 2.06645 -2.96019 -1.52247
C 2.74097 -4.00272 -2.17341
C 3.00468 -3.91190 -3.53823
C 2.57081 -2.76886 -4.21499
H 1.77299 -3.02730 -0.46458
H 3.03614 -4.89325 -1.61666
H 3.55286 -4.70256 -4.08027
H 2.68923 -2.66255 -5.29036
N 1.74079 -1.82883 -2.18261
C 1.95007 -1.69730 -3.53134
C 1.27970 -0.53578 -4.14933
N 0.54400 0.21325 -3.28951
C -0.33669 1.17736 -3.63275
C 0.31803 0.82848 -5.92776
C -0.43712 1.51789 -4.98284
H -0.94290 1.63171 -2.83374
H -1.12115 2.30917 -5.27841
C 1.11694 -0.25300 -5.51763
H 1.62500 -0.88437 -6.21981
H 0.31593 1.13849 -6.98528
Pd 0.10414 -0.75407 -1.55388
I -1.13428 -2.56031 -3.62610
N 0.32989 -0.14102 0.16194
P 0.07069 0.85282 1.39052
C -0.95635 0.03294 2.62924
C -2.35488 0.05760 2.52481
C -3.10007 -0.62448 3.47110
C -2.45700 -1.31102 4.51265
C -1.06583 -1.30550 4.62936
C -0.30012 -0.71285 3.62741
C 1.76989 0.97593 2.00353
C 1.98310 1.70342 3.19277
C 3.28268 1.69676 3.70536
C 4.31480 1.02194 3.02638
C 4.07793 0.32936 1.83135
C 2.78955 0.33264 1.29131
C -0.45011 2.53339 0.98781
C -1.82426 2.86930 0.99893
C -2.16845 4.21728 0.98999
C -1.18172 5.19502 0.78314
C 0.16618 4.83088 0.64331
C 0.54740 3.49900 0.74294
H -2.84405 0.55495 1.69314
H -4.17883 -0.61653 3.40054
H -3.04258 -1.86426 5.24436
H -0.55986 -1.77770 5.47898
H 0.79678 -0.81674 3.61185
H 1.14581 2.22176 3.66932
H 3.46077 2.22146 4.64421
H 5.32476 1.03993 3.43734
H 4.86445 -0.21289 1.31013
H 2.54267 -0.15787 0.35064
H -2.58846 2.11105 1.05936
H -3.22450 4.47499 1.18496
H -1.46954 6.23816 0.74961
H 0.92745 5.58899 0.49808
H 1.57928 3.19987 0.68982
*
```

Computed properties:
E_HOMO (spin up / spin down): 1.5 / 1.4 eV
Kohn-Sham gap (spin up / spin down): 3.15 / 3.19 eV
Largest force on an atom: 6.42 eV/A

---

[2]
# C65H144F3O3P4S

A 5-piece molecular cluster, C65H144F3O3P4S overall in a non-equilibrium geometry (the ωB97M-V functional and the def2-TZVPD basis, OMol25).

Structure (ORCA input):
```
! RIJCOSX wB97M-V def2-TZVPD def2/J DEFGRID3
* xyz 3 1
C 12.96050 10.96057 20.14634
F 12.02934 10.41058 21.01470
F 13.97549 11.36125 20.82127
F 13.41277 10.04278 19.25899
S 11.91062 12.37869 19.19049
O 11.23897 11.69246 18.06846
O 11.01531 12.94438 20.18281
O 12.91702 13.34889 18.71952
C 15.07113 6.87696 16.72071
C 13.94466 7.77420 17.42210
C 12.63689 7.85181 16.71191
C 11.45143 8.32728 17.57307
P 9.86833 8.48348 16.72673
C 9.41092 6.98793 15.67316
C 9.96177 6.60529 14.30976
C 9.52944 7.48859 13.13486
C 7.98293 7.25408 12.78855
C 9.67681 10.01637 15.74692
C 8.27992 10.22966 15.07287
C 8.11631 11.34181 14.03943
C 6.97472 11.07313 13.01897
C 8.64254 8.58899 18.11230
C 8.93745 9.67746 19.11474
C 8.02294 9.54591 20.30888
C 7.93053 10.84666 21.08695
H 15.31339 7.26755 15.73235
H 14.61015 5.96755 16.33527
H 16.00811 6.69572 17.24730
H 14.34487 8.77587 17.57892
H 13.82523 7.46849 18.46151
H 12.43131 6.85687 16.31700
H 12.63111 8.49260 15.83018
H 11.67980 9.27907 18.05268
H 11.38094 7.63579 18.41270
H 8.32842 6.88185 15.60216
H 9.68510 6.24156 16.41871
H 9.69935 5.60078 13.97780
H 11.04528 6.66407 14.41290
H 10.14525 7.16191 12.29689
H 9.71175 8.54154 13.34972
H 7.66661 6.21721 12.67475
H 7.85659 7.74798 11.82513
H 7.22882 7.74505 13.40365
H 10.44946 9.99249 14.97846
H 9.90624 10.91322 16.32235
H 7.52665 10.38179 15.84588
H 8.06067 9.23618 14.68170
H 9.14952 11.43603 13.70523
H 8.01767 12.29930 14.55086
H 7.21337 10.17343 12.45179
H 6.98556 11.82793 12.23267
H 5.93351 10.95729 13.31989
H 8.70622 7.61891 18.60524
H 7.72193 8.58480 17.52873
H 8.86890 10.60847 18.55205
H 9.94573 9.53308 19.50282
H 8.38643 8.80728 21.02332
H 7.03524 9.21978 19.98302
H 8.85845 11.41327 21.16456
H 7.47002 10.87418 22.07450
H 7.21125 11.48976 20.57984
C 15.37893 13.14844 9.74272
C 14.78619 12.74475 11.07759
C 15.56855 13.52770 12.19950
C 15.67158 12.81474 13.55274
P 14.27621 12.97754 14.76632
C 14.59073 14.51880 15.63088
C 14.52239 15.84129 14.92482
C 14.83327 17.02129 15.86211
C 13.85563 17.14907 16.93244
C 12.66001 13.12652 13.91609
C 11.48819 13.57452 14.82677
C 10.35924 14.22366 13.96257
C 10.60973 15.60198 13.50307
C 14.34217 11.63778 15.96698
C 15.64748 11.41961 16.77758
C 16.75412 10.56328 16.06451
C 18.01803 10.63260 16.97318
H 14.90395 14.07937 9.43309
H 15.11132 12.41631 8.98083
H 16.44637 13.34808 9.64880
H 14.94413 11.67641 11.22525
H 13.70970 12.91427 11.05443
H 15.00739 14.45590 12.30742
H 16.56941 13.81150 11.87416
H 16.60320 13.11398 14.03299
H 15.81269 11.75444 13.34309
H 15.57416 14.31923 16.05649
H 13.90730 14.50494 16.47990
H 13.58795 16.06389 14.40968
H 15.30690 15.83770 14.16810
H 14.80586 17.91058 15.23243
H 15.82422 16.91160 16.30265
H 14.04295 16.41969 17.72049
H 12.80581 17.24582 16.65566
H 14.24606 18.04508 17.41497
H 12.45469 12.16034 13.45519
H 12.63311 13.82292 13.07799
H 11.73173 14.34330 15.56010
H 11.21208 12.73371 15.46309
H 9.42526 14.15598 14.52042
H 10.23498 13.62167 13.06243
H 10.89347 16.28207 14.30623
H 9.72239 15.96604 12.98522
H 11.41438 15.78222 12.79022
H 14.12127 10.76510 15.35238
H 13.48560 11.60709 16.64038
H 15.39923 10.90789 17.70743
H 16.06779 12.35245 17.15340
H 17.02254 10.93766 15.07664
H 16.38178 9.55088 15.90801
H 18.74084 9.97045 16.49653
H 17.80096 10.26971 17.97782
H 18.35880 11.66091 17.09380
C 6.52184 6.52973 22.65877
C 7.66158 5.80305 22.00149
C 8.87040 5.49069 22.92038
C 9.59184 6.76387 23.37380
P 11.11614 6.48028 24.29820
C 12.12873 7.99202 24.51656
C 13.61051 7.87125 24.67784
C 14.30954 9.21228 25.11685
C 14.46839 10.26985 24.00855
C 11.02530 5.45939 25.75799
C 10.98757 3.93293 25.65834
C 10.89795 3.19407 27.01348
C 12.14821 3.19570 27.84269
C 12.11820 5.45894 23.07980
C 12.53115 6.06386 21.72203
C 13.35166 5.11443 20.83616
C 14.77367 4.86097 21.37041
H 6.24126 6.11460 23.62678
H 5.63639 6.55841 22.02376
H 6.75207 7.58837 22.77873
H 7.90039 6.42802 21.14098
H 7.11992 4.96039 21.57180
H 9.56420 4.88198 22.34056
H 8.54624 4.82741 23.72231
H 8.90525 7.43334 23.89198
H 9.97457 7.38502 22.56399
H 11.71732 8.65228 25.28005
H 11.98342 8.52375 23.57621
H 14.08726 7.58442 23.74054
H 13.92375 7.14538 25.42823
H 15.26359 8.94389 25.57059
H 13.76508 9.67061 25.94243
H 13.50179 10.75690 23.87980
H 14.54129 9.63786 23.12347
H 15.32363 10.94483 23.97576
H 10.21722 5.79237 26.40932
H 11.87538 5.74521 26.37747
H 11.89149 3.53613 25.19622
H 10.08944 3.64162 25.11371
H 10.64909 2.13292 27.00248
H 10.04146 3.59789 27.55336
H 12.59018 4.17177 28.04277
H 12.91234 2.62873 27.31096
H 11.99074 2.59004 28.73515
H 11.49357 4.57934 22.92407
H 12.97366 5.25613 23.72412
H 13.09969 6.95896 21.97434
H 11.69558 6.34750 21.08213
H 13.46741 5.55583 19.84627
H 12.77250 4.19929 20.71294
H 15.19765 3.96563 20.91578
H 14.80369 4.64262 22.43789
H 15.50497 5.65748 21.23306
C 5.30151 13.19296 23.38976
C 6.81173 13.31682 23.82227
C 7.44935 14.52796 23.07903
C 8.83659 14.89304 23.54483
P 9.52627 16.28240 22.65157
C 11.27433 16.32817 22.89629
C 12.07534 15.22148 22.19862
C 13.58102 15.42815 22.33500
C 14.42289 14.13314 22.22096
C 8.79845 17.88912 23.24925
C 8.52988 17.87544 24.78866
C 7.65035 19.01651 25.25357
C 7.59341 19.06388 26.77386
C 9.13073 16.09690 20.87434
C 9.68867 17.21321 19.99813
C 9.70664 16.82704 18.51323
C 10.47250 15.55377 18.10721
H 4.73176 12.42439 23.91206
H 5.35516 12.89784 22.34185
H 4.67463 14.08184 23.46059
H 7.27019 12.36930 23.53916
H 6.79228 13.46235 24.90233
H 6.78881 15.38495 23.21076
H 7.36461 14.39296 22.00074
H 9.54600 14.09913 23.31131
H 9.01915 15.18400 24.57930
H 11.39389 16.16917 23.96799
H 11.66723 17.31066 22.63469
H 11.87030 15.13799 21.13135
H 11.81839 14.25999 22.64317
H 13.89132 15.85045 23.29074
H 13.98411 16.09073 21.56910
H 14.17448 13.60276 21.30166
H 14.28396 13.55453 23.13419
H 15.44688 14.50183 22.16077
H 7.82529 18.08253 22.79798
H 9.40495 18.75641 22.98838
H 9.41232 17.79746 25.42373
H 7.89258 17.01947 25.01061
H 6.67456 18.90879 24.77995
H 8.16913 19.94141 25.00154
H 7.15138 19.97300 27.18154
H 8.59349 19.15799 27.19702
H 7.08033 18.24973 27.28573
H 8.08662 15.84086 20.69439
H 9.69607 15.18253 20.69427
H 10.65869 17.62239 20.28049
H 8.97004 18.02765 20.08964
H 10.24241 17.58541 17.94232
H 8.66664 16.78623 18.18942
H 10.02572 14.67003 18.56272
H 11.50879 15.71325 18.40517
H 10.49960 15.39479 17.02919
*
```

Computed properties:
E_HOMO: -15.2 eV
Kohn-Sham gap: 10.19 eV
Relative energy (zero: lowest compared OMol25 entry of this formula, charge and spin): 96.8 kJ/mol
Largest force on an atom: 3.27 eV/A

---

What did the first record say?
# C30H29IN3PPd

C30H29IN3PPd as an isolated structure in a non-equilibrium geometry (the ωB97M-V functional and the def2-TZVPD basis, OMol25).

Structure (ORCA input):
```
! RIJCOSX wB97M-V def2-TZVPD def2/J DEFGRID3
* xyz -2 1
C -3.80984 -2.96624 0.63407
C -4.46142 -1.91442 -0.02146
H -3.39935 -3.68042 -0.07400
H -4.23905 -3.59209 1.45021
H -2.90169 -2.54039 1.06051
H -3.65882 -1.65552 -0.73016
H -5.38422 -2.19679 -0.47908
H -4.80965 -1.08608 0.60568
C 2.06645 -2.96019 -1.52247
C 2.74097 -4.00272 -2.17341
C 3.00468 -3.91190 -3.53823
C 2.57081 -2.76886 -4.21499
H 1.77299 -3.02730 -0.46458
H 3.03614 -4.89325 -1.61666
H 3.55286 -4.70256 -4.08027
H 2.68923 -2.66255 -5.29036
N 1.74079 -1.82883 -2.18261
C 1.95007 -1.69730 -3.53134
C 1.27970 -0.53578 -4.14933
N 0.54400 0.21325 -3.28951
C -0.33669 1.17736 -3.63275
C 0.31803 0.82848 -5.92776
C -0.43712 1.51789 -4.98284
H -0.94290 1.63171 -2.83374
H -1.12115 2.30917 -5.27841
C 1.11694 -0.25300 -5.51763
H 1.62500 -0.88437 -6.21981
H 0.31593 1.13849 -6.98528
Pd 0.10414 -0.75407 -1.55388
I -1.13428 -2.56031 -3.62610
N 0.32989 -0.14102 0.16194
P 0.07069 0.85282 1.39052
C -0.95635 0.03294 2.62924
C -2.35488 0.05760 2.52481
C -3.10007 -0.62448 3.47110
C -2.45700 -1.31102 4.51265
C -1.06583 -1.30550 4.62936
C -0.30012 -0.71285 3.62741
C 1.76989 0.97593 2.00353
C 1.98310 1.70342 3.19277
C 3.28268 1.69676 3.70536
C 4.31480 1.02194 3.02638
C 4.07793 0.32936 1.83135
C 2.78955 0.33264 1.29131
C -0.45011 2.53339 0.98781
C -1.82426 2.86930 0.99893
C -2.16845 4.21728 0.98999
C -1.18172 5.19502 0.78314
C 0.16618 4.83088 0.64331
C 0.54740 3.49900 0.74294
H -2.84405 0.55495 1.69314
H -4.17883 -0.61653 3.40054
H -3.04258 -1.86426 5.24436
H -0.55986 -1.77770 5.47898
H 0.79678 -0.81674 3.61185
H 1.14581 2.22176 3.66932
H 3.46077 2.22146 4.64421
H 5.32476 1.03993 3.43734
H 4.86445 -0.21289 1.31013
H 2.54267 -0.15787 0.35064
H -2.58846 2.11105 1.05936
H -3.22450 4.47499 1.18496
H -1.46954 6.23816 0.74961
H 0.92745 5.58899 0.49808
H 1.57928 3.19987 0.68982
*
```

Computed properties:
E_HOMO (spin up / spin down): 1.5 / 1.4 eV
Kohn-Sham gap (spin up / spin down): 3.15 / 3.19 eV
Largest force on an atom: 6.42 eV/A